120
Properties=species:S:1:pos:R:3:forces:R:3:lowdin_charge:R:1 method="wB97M-V/def2-TZVPD" molar_mass_g_mol=720.60 multiplicity=1 lumo_energy_ev=-0.54 homo_lumo_gap_ev=9.65 homo_energy_ev=-10.19
H 1.5224 5.2339 -2.8293 -1.3 0.9 -0.6 0.041
H 0.6480 4.3478 -2.2857 -1.2 -0.9 0.8 0.001
O 0.5269 5.1055 -2.8502 2.4 0.0 -0.2 -0.067
H 1.6864 3.5135 -4.4522 -0.1 0.6 0.4 0.029
H 1.6592 2.8336 -5.8001 0.1 0.2 -0.9 0.055
O 1.4586 2.6932 -4.8862 -0.4 -0.3 0.1 -0.026
H 4.4961 0.1296 4.8953 -1.4 2.6 2.3 0.086
H 3.0842 0.5798 5.5754 3.2 0.8 -0.1 0.066
O 4.1131 0.8415 5.5873 -2.0 -3.4 -2.3 -0.183
H -4.6499 -1.1366 0.7835 -0.5 -0.3 0.0 -0.015
H -5.1477 -0.7551 -0.6030 -1.1 -0.5 2.1 -0.004
O -5.4893 -1.0929 0.3015 0.6 0.8 -1.2 -0.117
H -1.7899 -3.3767 -3.0005 -5.0 -5.5 -2.3 -0.052
H -1.1924 -1.9946 -3.5584 -0.7 -1.9 1.4 0.059
O -1.2680 -2.7131 -2.8583 5.8 7.0 1.1 -0.004
H 5.3554 1.7144 1.7605 3.8 -0.7 1.7 -0.013
O 4.5335 1.6854 1.4079 -5.7 -1.5 -3.3 -0.064
H 4.0508 3.8840 -1.9731 -0.4 0.3 -0.4 0.062
O 3.1308 4.1125 -2.2025 -0.2 0.0 2.0 -0.140
H 1.5728 -0.1948 3.6158 -0.7 0.7 3.0 0.057
H 1.0057 0.9399 4.2729 -0.6 2.4 0.2 -0.012
O 1.0998 0.0561 4.5308 0.9 -3.0 -0.7 -0.111
H -2.3753 -3.8568 4.2701 -0.2 -0.2 0.0 0.046
H -1.0344 -4.2313 3.6494 -0.6 0.2 1.9 0.086
O -1.5022 -4.1643 4.5398 0.4 -1.4 -2.1 -0.070
H -0.3004 -1.2634 -5.2688 -6.4 0.8 -1.7 -0.014
H 0.8165 -0.6276 -4.5411 1.7 5.4 3.7 -0.025
O 0.5322 -1.2870 -5.0268 4.5 -5.7 -2.1 0.102
H -0.8160 1.7285 2.2505 0.3 0.7 0.6 0.066
H 0.1705 0.6966 2.5128 0.3 0.5 0.5 0.055
O 0.0324 1.6392 2.7366 -2.0 -0.2 0.0 -0.091
H 2.9956 2.0884 -2.7659 -0.7 -2.3 0.6 0.053
O 2.6297 1.1919 -3.1249 1.6 1.9 2.3 -0.095
H -6.0412 2.3522 0.5012 -1.7 -0.8 1.4 0.034
H -4.5839 2.0393 0.2754 1.3 -1.4 1.5 -0.024
O -5.3038 2.5469 -0.0169 0.7 2.0 -2.8 0.006
H 2.4029 -0.0133 1.9735 0.2 0.1 -0.9 0.001
H 2.2553 1.5417 2.3296 1.0 -3.6 1.6 0.153
O 2.5266 0.5803 2.7168 0.2 3.2 -1.6 -0.103
H 2.0600 -1.9079 1.5658 0.6 0.0 -1.9 0.089
H 2.4672 -1.6084 0.0549 -4.3 0.1 -12.7 -0.139
O 2.6779 -1.6325 0.8384 4.1 -0.4 15.0 0.061
H 2.0071 1.8924 -0.5532 -5.0 -5.0 -1.5 -0.063
H 3.0011 2.2080 0.4578 -0.2 1.3 -2.1 0.078
O 2.5919 2.5202 -0.4301 5.3 3.5 4.1 -0.022
H -3.5586 3.9732 -1.3429 -0.3 0.1 -0.2 0.056
H -2.9014 3.2730 -2.6067 0.4 1.2 1.2 0.041
O -2.7123 3.7439 -1.7444 -0.2 -1.1 -1.1 -0.037
H 3.0348 -1.5924 -2.6612 -2.0 0.3 1.4 0.127
H 1.6396 -1.7807 -1.7032 -1.6 0.3 -1.1 0.017
O 2.5706 -1.7425 -1.7834 3.3 0.5 -1.0 -0.051
H 1.2056 -3.4851 -1.9855 0.8 -1.3 1.6 0.076
O 0.8284 -3.8456 -1.1225 2.5 0.8 -2.5 -0.059
H 3.6758 -3.2382 -1.6115 -0.1 1.0 0.1 -0.023
H 4.0140 -4.1054 -0.3943 0.3 -0.1 0.3 0.000
O 3.6854 -4.1208 -1.2870 0.2 -1.7 -0.2 -0.022
H 1.0512 -3.4878 0.7531 0.4 -0.5 -0.9 -0.003
O 0.2327 -3.4713 1.2277 -0.8 1.1 2.2 -0.038
H -2.4885 -1.0478 -0.0759 0.7 -1.0 2.1 0.075
H -1.5503 -2.0140 0.5731 3.4 -3.5 -1.1 -0.057
O -2.1243 -1.3818 0.8241 -3.8 4.7 -0.8 -0.030
H -4.3166 2.3754 -2.8158 -2.3 0.0 -1.5 0.047
H -4.8601 2.0081 -4.2010 0.0 0.1 -0.2 0.052
O -5.1902 2.3009 -3.3444 2.0 0.6 0.9 -0.066
H 4.3071 -3.2784 1.2044 1.4 -0.9 1.6 0.019
H 4.9132 -3.3045 2.6726 0.2 -1.2 -2.8 0.090
O 4.9996 -3.7808 1.7573 -0.8 2.1 0.5 -0.145
H 0.4590 3.7762 3.5538 0.0 -0.5 -0.2 0.028
H -0.9859 3.5016 3.8609 -4.6 -5.2 -0.3 -0.072
O -0.3676 4.1043 3.8908 4.5 6.0 0.6 0.024
H 4.8720 -1.3175 1.2377 -0.9 -0.8 -0.7 -0.043
H 6.3809 -0.8145 1.1976 -4.0 -0.2 2.8 0.188
O 5.4431 -0.8408 1.8166 5.0 0.7 -2.1 -0.115
H -2.5357 -1.7048 3.6692 0.0 0.3 0.2 -0.001
H -3.7405 -1.6641 4.6587 1.2 1.2 -2.2 0.098
O -3.3869 -1.2492 3.7852 -1.1 -1.1 1.3 -0.114
H -3.4566 -3.0745 -0.9064 0.0 1.7 -0.2 0.105
H -4.5143 -2.3485 -1.6168 -1.6 0.2 -0.7 0.034
O -3.6916 -2.1519 -1.2166 2.0 -2.4 0.4 -0.080
H -4.8236 1.2015 -1.6086 0.8 -2.2 0.8 0.058
H -5.6525 0.5719 -2.4253 1.5 -2.0 0.4 0.127
O -4.8330 0.2171 -1.9013 -2.2 3.8 -1.0 -0.139
H -1.4040 0.6496 -1.7150 1.6 -2.8 -0.5 0.103
H -0.0178 0.5316 -2.0234 1.7 0.3 -0.3 0.003
O -0.7070 -0.1146 -1.9580 -2.9 2.6 0.9 -0.074
H -4.1091 -0.4222 -4.6613 -0.1 0.0 0.1 0.035
H -3.4318 -0.3201 -3.2834 -0.5 0.1 0.9 -0.024
O -3.2874 -0.5654 -4.1888 0.7 -0.3 -1.2 -0.046
H -1.8365 2.8346 -5.6384 0.2 0.3 1.1 0.072
O -2.0911 3.2315 -4.7825 -4.5 -0.7 -3.4 0.000
H -1.6563 -2.8806 5.5680 0.7 0.9 0.1 0.001
H -1.7928 -1.3287 5.9121 2.5 3.6 -0.1 -0.019
O -2.1858 -2.1283 5.8915 -3.1 -4.2 1.2 -0.043
H -0.0027 -3.7017 -1.4997 -3.4 0.2 -0.1 -0.017
H 4.1924 0.7324 1.1520 2.2 2.8 1.4 0.089
H -0.3570 -4.1064 0.8452 0.0 -0.6 -0.5 0.044
H 2.7119 3.9319 -1.2563 0.9 0.1 -2.4 0.073
H 2.5509 1.6173 -3.9552 -0.9 -0.2 -2.4 -0.048
H -1.4077 3.3052 -4.2194 4.3 0.4 2.5 -0.054
O -3.7122 0.8449 1.9377 0.6 -4.6 -1.9 -0.131
H -3.5854 1.2934 2.7491 0.2 0.0 1.6 0.005
H -3.5563 -0.2821 2.0882 -0.5 5.0 0.4 0.128
O 0.7343 5.5629 0.7639 -1.2 -0.8 0.1 -0.046
H 0.0735 5.7188 1.4596 0.3 -0.1 -0.3 0.039
H 1.4471 6.1417 0.9666 0.9 0.8 0.3 0.014
O -0.3187 -2.0202 3.9015 -2.2 0.5 1.2 -0.053
H 0.2480 -2.3841 3.2672 1.5 -0.3 -1.5 -0.022
H -0.1215 -1.1162 4.1914 0.9 0.0 -0.3 0.013
O 0.8752 0.7708 0.7359 3.9 0.6 0.1 -0.045
H 0.5709 1.6523 0.9374 -0.7 0.2 -0.4 0.038
H 0.2480 0.2473 0.3571 -3.1 -1.9 -2.0 -0.005
O 2.8977 -3.8164 3.0269 -0.8 0.7 2.7 -0.100
H 3.2412 -4.6767 2.7428 0.1 0.3 0.5 0.055
H 2.9842 -3.7015 4.0382 -0.3 -0.8 -2.5 0.113
O 1.3836 -3.8142 -5.5297 -4.1 1.5 -2.0 -0.035
H 2.1423 -4.1176 -5.1644 3.6 -1.0 1.8 -0.039
H 1.2297 -2.8503 -5.4164 0.6 -0.9 0.3 -0.001
O -1.3693 2.0776 -0.0229 2.4 -0.3 -0.2 -0.003
H -1.9606 2.6903 -0.4027 -1.3 1.5 -0.9 -0.013
H -1.8593 1.4690 0.4809 -1.5 -1.4 1.1 -0.008